[1]
Below is C30H62F18N7O15S6 as an isolated structure at a distorted geometry, with properties calculated with the ωB97M-V functional and the def2-TZVPD basis.

```
! RIJCOSX wB97M-V def2-TZVPD def2/J DEFGRID3
* xyz 1 1
S 3.331 26.803 13.496
S 3.665 26.962 10.625
S 4.903 17.373 13.563
S 5.848 17.765 10.944
S 1.915 15.781 9.833
S -0.342 17.217 11.161
F 0.919 25.789 13.577
F 2.440 24.252 13.197
F 7.101 18.259 14.772
F 8.251 18.363 12.239
F 1.027 17.598 13.377
F 1.846 14.653 7.521
F 5.857 28.099 11.224
F -0.521 16.227 13.721
F -1.166 18.161 13.453
F 2.179 25.148 15.130
F 6.066 26.024 10.684
F 5.965 16.799 15.883
F 7.408 19.903 10.903
F 0.008 14.375 8.733
F 5.681 27.540 9.093
F 8.280 18.077 9.998
F 7.177 16.288 14.241
F 0.442 16.220 7.755
O -1.700 16.938 10.858
O 3.296 25.940 9.648
O 2.643 28.033 13.566
O 2.025 14.248 14.422
O 4.136 18.230 14.486
O 0.170 18.529 10.862
O 2.673 16.917 9.402
O 4.350 26.459 14.466
O 4.279 20.963 12.435
O 6.076 24.373 15.333
O 6.123 16.371 10.843
O 5.189 18.419 9.883
O 3.207 28.293 10.454
O 4.526 16.003 13.348
O 2.594 14.604 10.238
N 7.744 23.049 13.020
N 2.526 21.568 9.762
N 4.107 20.530 16.948
N 3.765 26.352 12.085
N 5.167 18.224 12.314
N 0.747 16.096 10.958
N 2.833 11.573 13.210
C 2.028 21.787 15.965
C 5.075 21.053 15.988
C -0.331 17.281 13.007
C 1.244 13.666 13.376
C 3.901 21.640 9.222
C 8.071 23.438 14.461
C -0.164 22.768 15.335
C 6.338 22.633 12.865
C 0.978 15.257 8.369
C 5.568 19.475 18.558
C 0.539 21.476 15.750
C 4.593 19.166 17.513
C 7.382 24.658 15.009
C 2.705 20.448 16.379
C 5.428 27.151 10.357
C 5.158 20.831 19.121
C 2.481 20.479 10.884
C 2.629 10.113 12.971
C 2.880 20.824 12.259
C 3.773 11.761 14.499
C 2.171 25.430 13.855
C 4.145 21.457 18.189
C 1.640 21.101 8.558
C 7.543 18.557 11.113
C 8.033 24.252 12.188
C 3.471 12.281 12.029
C 2.035 22.886 10.269
C 6.357 17.188 14.684
C 1.406 12.179 13.603
C 8.708 21.920 12.599
H 4.009 22.515 8.519
H 1.650 19.977 8.564
H 3.811 18.536 17.867
H 5.193 20.387 15.126
H 6.590 19.393 18.120
H 0.203 13.960 13.483
H -1.244 22.625 15.275
H 9.127 23.710 14.404
H 4.225 20.708 8.687
H 4.440 11.752 11.882
H 4.510 22.493 17.826
H 0.148 23.536 16.010
H 7.474 25.581 14.404
H 8.516 21.829 11.507
H 5.535 25.162 15.187
H 3.810 13.213 12.410
H 8.980 24.734 12.509
H 7.869 24.936 15.952
H 4.809 22.086 15.736
H 6.021 21.449 19.020
H 2.510 22.066 15.010
H 2.493 20.015 12.927
H 1.646 13.900 12.457
H 6.185 21.765 13.458
H 5.479 18.780 19.375
H 1.790 9.913 12.299
H 0.465 20.831 14.912
H 2.761 19.898 15.419
H 4.795 20.803 20.133
H 8.510 20.969 13.171
H 4.820 11.538 14.287
H 1.126 22.754 10.857
H 2.441 21.790 12.628
H 3.323 11.131 15.271
H 5.760 23.477 13.301
H 2.047 22.588 16.679
H 1.175 11.919 14.680
H 8.121 23.941 11.139
H 1.781 23.657 9.539
H 2.231 15.199 14.325
H 2.108 19.799 17.066
H 1.436 20.143 10.865
H 3.140 21.470 18.618
H 5.956 21.183 16.605
H 9.769 22.169 12.761
H 2.830 23.318 10.840
H 3.601 9.795 12.627
H 2.104 21.440 7.616
H 0.116 23.037 14.327
H 4.618 20.043 12.537
H 0.628 21.542 8.610
H 4.579 21.788 10.089
H 2.263 9.696 13.890
H 0.738 11.522 13.079
H 4.990 18.657 16.639
H 7.910 22.588 15.162
H 6.198 22.392 11.803
H 3.046 19.617 10.515
H 0.183 20.954 16.677
H 3.727 12.849 14.686
H 2.907 12.273 11.119
H 7.257 25.022 12.331
*
```

E_LUMO: -2.158 eV

=====

[2]
Below is a 5-piece molecular cluster, C30H62N2O8S3 overall at a distorted geometry, with properties calculated with the ωB97M-V functional and the def2-TZVPD basis.

```
! RIJCOSX wB97M-V def2-TZVPD def2/J DEFGRID3
* xyz 0 1
S 0.578 3.620 3.792
S -3.448 5.625 1.023
S 2.135 2.950 -5.109
O -0.042 4.102 2.589
O 2.430 1.617 -4.647
O 0.654 -3.965 1.332
O 0.257 -0.602 1.582
O -4.250 4.487 1.375
O 3.152 3.680 -5.813
O -2.863 6.449 2.034
O 0.262 4.157 5.083
N -0.218 -0.439 0.253
N 0.895 -5.278 0.824
C 1.444 -8.079 0.716
C -1.282 0.561 -2.149
C 2.644 -5.693 2.525
C 2.289 -5.669 1.022
C 0.658 0.413 -0.550
C 2.555 -7.067 0.452
C 0.079 -7.480 0.342
C -3.601 6.643 -1.438
C 3.197 -4.675 0.326
C 2.356 3.544 3.469
C -1.430 -5.596 0.267
C 2.067 -0.200 -0.463
C 0.602 2.901 -6.069
C -4.416 6.596 -0.151
C 0.712 1.894 -0.138
C 1.754 1.239 3.679
C -0.161 4.097 -5.531
C -2.837 5.315 -1.550
C -2.255 0.853 0.953
C -0.221 -6.174 1.042
C 0.219 0.254 -1.997
C -0.637 -6.304 2.512
C -2.219 -1.630 0.835
C -2.211 5.058 -0.168
C 0.354 1.825 3.887
C 2.720 2.287 4.254
C 0.067 4.220 -4.019
C 1.570 3.996 -3.743
C -2.126 -0.335 -1.248
C -1.686 -0.353 0.220
H -2.897 7.473 -1.371
H 0.390 -0.759 -2.359
H 0.043 -7.351 -0.743
H 2.783 0.491 -0.923
H -2.074 -1.343 -1.665
H -3.342 0.851 0.889
H -1.573 1.615 -2.162
H -0.493 3.412 -3.540
H -4.820 7.488 0.316
H -2.006 -2.576 0.341
H -0.067 1.483 4.829
H -0.352 1.585 3.096
H -0.096 -7.119 3.003
H 1.597 -8.952 0.086
H 3.764 1.981 4.247
H -0.656 -8.255 0.576
H -1.933 -4.798 0.820
H 0.835 3.038 -7.119
H 1.939 0.322 4.240
H 1.697 2.348 -0.267
H 0.118 5.031 -6.026
H -2.043 -1.662 1.911
H 0.633 -1.488 1.595
H -1.128 -5.208 -0.706
H -3.389 4.407 -1.786
H 0.719 0.976 -2.647
H 2.410 -0.289 0.566
H -1.698 -6.531 2.634
H -0.465 -5.375 3.053
H -1.238 4.049 -5.722
H -0.299 5.177 -3.659
H 1.414 -8.264 1.791
H -1.926 1.778 0.470
H 0.175 1.930 -5.828
H 2.751 -6.996 -0.620
H -2.154 4.010 0.125
H 2.136 -1.113 -1.051
H 2.458 3.354 2.401
H 0.486 -3.492 0.509
H 3.052 -4.654 -0.755
H 2.165 4.901 -3.782
H -1.249 5.526 0.030
H 2.070 -4.938 3.071
H 1.874 1.050 2.615
H -5.258 5.917 -0.316
H 4.233 -4.967 0.529
H 1.672 3.384 -2.851
H -1.495 0.268 -3.190
H 3.144 -3.659 0.721
H 3.425 -7.447 0.993
H -2.020 5.463 -2.255
H -3.162 0.011 -1.254
H 3.702 -5.513 2.704
H -3.321 -1.623 0.756
H 2.834 4.486 3.730
H -4.289 6.787 -2.270
H -1.886 0.900 1.975
H 0.020 2.513 -0.714
H 2.481 2.517 5.299
H 0.464 1.986 0.921
H -2.204 -6.358 0.144
H 2.304 -6.621 2.992
*
```

Structure (SMILES): CC1(C)CCCC(C)(C)N1O.CC1(C)CCCC(C)(C)N1O.O=S1(=O)CCCC1.O=S1(=O)CCCC1.O=S1(=O)CCCC1
E_LUMO: 0.296 eV
Energy relative to the best compared isomer or geometry (same formula, charge and spin): 0.0 kJ/mol

=====

Q: Which Kohn-Sham gap values were calculated for the entries above? A: 9.1 8.7, in eV.
Q: Which E values were calculated for the entries above? A: -6878.4307 -3086.1252, in a.u..